1.
Here is a structure of composition C32H36As2MoN5Se2SiTe2 in a non-equilibrium geometry from OMol25. Energies are from ωB97M-V/def2-TZVPD.

As for the HOMO-LUMO gap (spin up / spin down): 5.95 / 6.10 eV. As for the net charge: +1. For the largest force on an atom, the calculation gives 0.03537 Eh/bohr. Its spin multiplicity is 3. The LUMO energy (spin up / spin down) is -4.36 / -4.24 eV. As for the expectation value of S²: 2.05.

Atoms and positions in Å:
Mo1 -2.59555 0.51897 0.14515
C1 0.37838 1.19503 1.44582
C2 0.32690 2.50797 0.64740
As1 -1.08829 2.34192 -0.70522
C3 -0.19710 1.71937 -2.30929
C4 0.96387 2.33036 -2.77151
C5 1.56775 1.87795 -3.93408
C6 1.00928 0.82245 -4.64113
C7 -0.15481 0.21733 -4.18894
C8 -0.75768 0.66367 -3.02503
C9 -1.53463 4.16448 -1.18313
C10 -1.85343 5.07709 -0.18064
C11 -2.17952 6.38205 -0.50997
C12 -2.20110 6.77477 -1.84151
C13 -1.91696 5.85957 -2.84393
C14 -1.59255 4.55141 -2.51776
As2 0.90156 -0.25536 0.18467
C15 2.77053 0.35275 0.05455
C16 3.36035 0.54824 -1.18935
C17 4.63693 1.08704 -1.28665
C18 5.33252 1.43869 -0.14089
C19 4.76423 1.21775 1.10709
C20 3.49478 0.67250 1.20200
C21 1.16580 -1.81614 1.34141
C22 0.05622 -2.41544 1.93293
C23 0.19163 -3.55773 2.70699
C24 1.44365 -4.12951 2.88571
C25 2.54949 -3.57176 2.25923
C26 2.41020 -2.42723 1.48409
H1 -0.61025 0.96969 1.87185
H2 1.06517 1.26541 2.28408
H3 1.28971 2.68999 0.16310
H4 0.09866 3.36086 1.28938
H5 1.38269 3.16854 -2.22487
H6 2.46997 2.35162 -4.29765
H7 1.48009 0.46688 -5.54785
H8 -0.59700 -0.59466 -4.75047
H9 -1.66763 0.19049 -2.67336
H10 -1.84436 4.77003 0.85969
H11 -2.41554 7.09076 0.27227
H12 -2.44241 7.79718 -2.09914
H13 -1.94350 6.15624 -3.88361
H14 -1.37475 3.83075 -3.29604
H15 2.81722 0.27318 -2.08649
H16 5.09070 1.23377 -2.25813
H17 6.31508 1.88481 -0.21613
H18 5.31174 1.46978 2.00594
H19 3.07046 0.47965 2.18109
H20 -0.93005 -1.99358 1.78828
H21 -0.67975 -4.00872 3.16436
H22 1.55443 -5.02511 3.48353
H23 3.52429 -4.02930 2.36886
H24 3.27708 -2.00846 0.98892
Se1 -4.38340 1.01688 -1.48095
Te1 -5.10282 3.18901 -0.41644
Te2 -5.86278 2.00541 1.90443
Se2 -3.61479 0.85408 2.27342
C27 -2.95180 -4.89371 -2.49057
Si1 -1.53180 -4.16497 -1.49473
C28 -0.03811 -3.71543 -2.56018
C29 -1.03838 -5.26352 -0.04587
C30 -2.08312 -2.52242 -0.80699
C31 -2.32916 -1.40052 -0.38310
H25 -2.69344 -5.87677 -2.88632
H26 -3.21686 -4.25268 -3.33214
H27 -3.84170 -5.00758 -1.87030
H28 0.48591 -4.61152 -2.89665
H29 0.66916 -3.09831 -2.00206
H30 -0.33836 -3.15483 -3.44663
H31 -0.86846 -6.28796 -0.38138
H32 -1.81874 -5.29043 0.71585
H33 -0.12235 -4.90798 0.42833
N1 1.03662 -1.24800 5.98015
N2 -0.14428 -0.90732 5.38938
N3 -1.29720 -1.35233 5.81933
C32 -2.13863 -0.73333 4.99996
N4 -1.49725 0.03874 4.11612
N5 -0.21629 -0.07921 4.38890
H34 0.89395 -2.00468 6.63139
H35 1.75704 -1.42499 5.29358
H36 -3.20744 -0.84363 5.03789

=====

2.
Here is a cluster of 2 separate species, C32H36BCl2NO2S in total in a non-equilibrium geometry from OMol25. Energies are from ωB97M-V/def2-TZVPD.

As for the HOMO-LUMO gap: 7.31 eV. As for the net charge: 0. For the largest force on an atom, the calculation gives 0.08649 Eh/bohr. Its structure (SMILES) is CC1(C)OB(C(c2ccc(Cl)cc2)c2ccc(Cl)cc2)OC1(C)C.Cc1ccc(-c2ccc(N(C)C)cc2)s1. The LUMO energy is 0.47 eV.

Atoms and positions in Å:
C1 4.73563 -3.46830 -0.92299
C2 4.30516 -2.03710 -0.61237
C3 5.19599 -1.07265 -1.36260
O1 2.95728 -1.89569 -1.13188
B1 2.15215 -1.91629 -0.02878
C4 0.79388 -0.61597 0.00953
C5 0.17648 -0.77735 -1.33572
C6 -1.17057 -1.13842 -1.52048
C7 -1.71867 -1.24357 -2.79939
C8 -0.91728 -0.97627 -3.91546
Cl1 -1.59846 -1.04104 -5.48864
C9 0.42986 -0.62421 -3.75693
C10 0.94620 -0.48661 -2.47423
C11 0.05087 -1.20219 1.16881
C12 -0.23347 -0.48161 2.33083
C13 -1.01251 -1.03901 3.34776
C14 -1.48931 -2.34869 3.21003
Cl2 -2.50177 -3.02354 4.41966
C15 -1.14696 -3.11944 2.08696
C16 -0.34706 -2.55151 1.09742
O2 2.75869 -2.17456 1.18263
C17 4.12748 -1.76867 0.94217
C18 5.02392 -2.58042 1.84529
C19 4.25255 -0.29317 1.33578
H1 5.79849 -3.61153 -0.69329
H2 4.14012 -4.20277 -0.36489
H3 4.59571 -3.65722 -1.99398
H4 6.23520 -1.18985 -1.02889
H5 5.15520 -1.30359 -2.43391
H6 4.89415 -0.02822 -1.21923
H7 1.26967 0.35279 0.19822
H8 -1.80466 -1.33329 -0.65533
H9 -2.76147 -1.52307 -2.93214
H10 1.05270 -0.44698 -4.63057
H11 1.96553 -0.12966 -2.34074
H12 0.17074 0.52927 2.42643
H13 -1.25827 -0.46330 4.23625
H14 -1.50253 -4.14243 2.00113
H15 -0.03936 -3.15625 0.24299
H16 6.06299 -2.26263 1.69218
H17 4.76178 -2.39611 2.89383
H18 4.95113 -3.65372 1.63961
H19 5.30402 0.02478 1.30368
H20 3.65327 0.38010 0.70346
H21 3.89426 -0.17546 2.36833
C20 2.94624 3.51111 0.70305
C21 1.65954 2.98431 0.19039
C22 1.34036 2.76353 -1.14127
C23 -0.00457 2.35932 -1.33121
C24 -0.71180 2.18066 -0.14693
C25 -2.12809 1.92798 -0.03457
C26 -2.77141 1.88031 1.22279
C27 -4.14672 1.82335 1.31941
C28 -4.95257 1.86116 0.14706
N1 -6.30411 1.98826 0.24096
C29 -7.13448 2.13372 -0.93673
C30 -6.95270 2.15887 1.52455
C31 -4.31214 1.78624 -1.11800
C32 -2.93277 1.80438 -1.20009
S1 0.27976 2.74888 1.19886
H22 3.68811 3.50208 -0.10337
H23 2.83612 4.54707 1.05461
H24 3.31732 2.90609 1.54015
H25 2.06352 2.91958 -1.93917
H26 -0.44509 2.18737 -2.30755
H27 -2.17455 1.89835 2.13365
H28 -4.62243 1.79130 2.29986
H29 -6.90246 3.05460 -1.49409
H30 -7.00453 1.28053 -1.61495
H31 -8.17550 2.17371 -0.60702
H32 -6.71589 1.32303 2.19575
H33 -6.64877 3.09419 2.01997
H34 -8.03128 2.18479 1.35383
H35 -4.90797 1.74331 -2.03087
H36 -2.45993 1.74741 -2.17966

=====

Listing energy above the lowest of the compared OMol25 structures with the same formula, charge and spin for the structures above in their given order: 2.5000; 0.0000 eV.